Density functional theory data (the ωB97M-V functional and the def2-TZVPD basis) for a structure of composition C18H25N3O4Sc.

Element x y z (Å)
1 Sc 0.29170 -0.61260 -0.19678
2 O 3.89867 0.52361 -0.96473
3 C 2.70239 0.53944 -1.03123
4 O 1.92241 -0.51109 -1.26353
5 C 1.91987 1.81592 -0.79541
6 C 2.56203 3.05280 -0.95591
7 C 1.84164 4.18339 -0.70964
8 C 0.50722 4.08357 -0.26009
9 C -0.26427 5.23021 0.05933
10 C -1.53232 5.09749 0.53815
11 C -2.08409 3.80841 0.72299
12 C -1.36556 2.69135 0.41305
13 C -0.05465 2.80212 -0.09664
14 N 0.66470 1.67370 -0.40326
15 H 3.59556 3.06944 -1.26787
16 H 2.27985 5.16593 -0.83732
17 H 0.17945 6.20856 -0.07424
18 H -2.11540 5.97188 0.79188
19 H -3.08389 3.70988 1.12496
20 H -1.79097 1.71473 0.58813
21 C -2.57299 -1.01310 0.92645
22 N -1.99841 -1.17056 -0.43220
23 C -2.74286 -0.33795 -1.39761
24 C -2.09395 -2.59894 -0.83260
25 C -0.95743 -3.40966 -0.25389
26 N 0.34651 -2.87147 -0.68974
27 C 0.58415 -3.09480 -2.13077
28 C 1.44075 -3.51048 0.07309
29 H -3.63803 -1.26164 0.91203
30 H -2.45165 0.00789 1.27847
31 H -2.05718 -1.65995 1.63203
32 H -3.78476 -0.66402 -1.46897
33 H -2.28872 -0.42499 -2.38499
34 H -2.72191 0.70467 -1.08729
35 H -2.09253 -2.64410 -1.92065
36 H -3.05704 -3.00395 -0.50574
37 H -1.06416 -4.46100 -0.54467
38 H -0.97473 -3.37902 0.83704
39 H 0.52334 -4.16135 -2.36805
40 H 1.57384 -2.72130 -2.37842
41 H -0.14696 -2.55985 -2.73593
42 H 1.48248 -4.58130 -0.14589
43 H 1.27327 -3.36100 1.13734
44 H 2.38315 -3.04870 -0.21544
45 C 2.79493 -0.79339 2.74959
46 C 1.30816 -0.59662 2.82437
47 O 0.70076 -0.29768 3.80751
48 O 0.65607 -0.75728 1.63061
49 H 3.03790 -1.70159 3.30393
50 H 3.28611 0.03221 3.26282
51 H 3.17754 -0.87783 1.73573

The net charge is +1. The calculation puts the max |F| at 0.016 hartree/bohr. As for the HOMO-LUMO gap: 8.726 eV. Its energy is -1926.85350 hartree. Its LUMO energy is -3.54 eV.



Density functional theory data (the ωB97M-V functional and the def2-TZVPD basis) for a cluster of 2 separate species, C2H10NO in total in a non-equilibrium geometry.

Element x y z (Å)
1 C 1.52240 -1.68633 0.64165
2 O 0.66155 -1.05571 1.52293
3 H 0.57314 -1.83925 2.15810
4 H 0.94645 -2.30989 -0.00939
5 H 2.09451 -0.93200 0.02733
6 H 2.24181 -2.34064 1.14678
7 C -1.62008 1.52111 -1.07271
8 N -0.40370 1.01420 -0.36566
9 H 0.22523 0.40851 -0.82888
10 H 0.24109 1.76574 0.01880
11 H -0.64513 0.55023 0.55485
12 H -1.98261 0.89420 -1.97435
13 H -1.47955 2.57525 -1.55445
14 H -2.37510 1.43458 -0.26500

The net charge is +1. The calculation puts the max |F| at 0.064 hartree/bohr. As for the HOMO-LUMO gap: 10.883 eV. Its energy is -211.89462 hartree. Its LUMO energy is -3.69 eV.



Density functional theory data (the ωB97M-V functional and the def2-TZVPD basis) for a structure of composition C22H33CeN4O6P in a non-equilibrium geometry.

Element x y z (Å)
1 O -0.45783 -0.86100 -4.00852
2 H -1.46502 -0.63228 -4.13396
3 Ce 0.89094 0.34044 -1.90326
4 N 1.70187 -1.81145 -1.66408
5 N -0.73843 -1.73444 -1.16489
6 N 0.71739 2.70428 -1.31623
7 N -1.17601 1.23285 -0.40962
8 O 2.60202 -1.28794 -2.52895
9 O 1.46740 3.46121 -2.19376
10 O -2.16166 0.50701 0.24717
11 O -1.90616 -1.82938 -0.60267
12 C -0.28064 -2.97560 -1.59760
13 C 0.98873 -2.91733 -2.13957
14 C -0.19495 3.36812 -0.60177
15 C -1.26830 2.54615 -0.09564
16 C 1.61088 -3.86168 -3.07611
17 H 1.43049 -3.54619 -4.11174
18 H 1.21116 -4.87357 -2.94648
19 H 2.69429 -3.88146 -2.92772
20 C -1.10497 -4.20288 -1.51290
21 H -2.16829 -4.04269 -1.69072
22 H -1.04654 -4.63742 -0.50842
23 H -0.78208 -4.98170 -2.21071
24 C -0.09106 4.81642 -0.35082
25 C -2.30813 3.20608 0.75312
26 H 0.64775 5.23648 -1.03958
27 H 0.24822 4.98803 0.67082
28 H -1.04486 5.32299 -0.47220
29 H -3.14384 2.54801 1.00549
30 H -2.73402 4.09338 0.26634
31 H -1.87821 3.54207 1.70569
32 H 1.46961 2.92484 -3.04212
33 H -2.11091 -0.48186 -0.09085
34 C -2.67498 0.40104 -4.17611
35 H -2.73513 0.87618 -5.16393
36 H -2.21690 1.03378 -3.37206
37 H -3.06683 -0.56691 -3.79636
38 O 1.10572 1.40565 -3.67581
39 H -0.02420 -0.44456 -4.78741
40 H 0.97253 1.61781 -4.60208
41 C 3.08947 0.06051 1.88865
42 P 1.34896 0.04156 1.35624
43 C 0.85263 -1.56186 2.04040
44 C 0.26908 -1.83369 3.27865
45 C -0.18404 -3.11925 3.60235
46 C 0.06770 -4.19754 2.74072
47 C 0.75950 -3.96493 1.54102
48 C 1.15751 -2.66945 1.22451
49 C 0.61697 1.26539 2.44109
50 C 1.27230 2.50500 2.60829
51 C 0.72382 3.52668 3.39428
52 C -0.51362 3.32737 4.03717
53 C -1.19212 2.11397 3.84905
54 C -0.65129 1.12875 3.01515
55 H 3.63840 -0.77563 1.39384
56 H 3.14049 -0.07907 2.99899
57 H 3.57095 1.02773 1.61604
58 H 0.14338 -1.02810 3.99169
59 H -0.71540 -3.28259 4.54502
60 H -0.28524 -5.20202 2.98586
61 H 1.00979 -4.80930 0.86596
62 H 1.70763 -2.50631 0.29040
63 H 2.24874 2.67858 2.14709
64 H 1.25413 4.48872 3.52543
65 H -0.94269 4.11223 4.67618
66 H -2.15655 1.93850 4.35073
67 H -1.20954 0.21231 2.86122

The net charge is +1. The calculation puts the max |F| at 0.067 hartree/bohr. The multiplicity is 2. As for the HOMO-LUMO gap (alpha / beta): 6.167 / 6.167 eV. Its energy is -2344.59146 hartree. As for the expectation value of S²: 0.75. Its LUMO energy (alpha / beta) is -4.38 / -4.38 eV.



Density functional theory data (the ωB97M-V functional and the def2-TZVPD basis) for a structure of composition C12H33AgN3O11S2 in a non-equilibrium geometry.

Element x y z (Å)
1 Ag -1.05434 1.00563 0.66919
2 S -3.35698 2.53123 0.57648
3 O -2.85927 1.59662 1.55082
4 O -4.75189 2.19760 0.19829
5 O -3.20038 3.90674 1.04997
6 O -2.42971 2.23643 -0.50949
7 S -0.05974 3.72743 2.63286
8 O -1.15142 3.73675 3.55516
9 O 1.12593 3.86972 3.43518
10 O -0.12522 2.46521 1.87493
11 O -0.32773 4.94648 1.87259
12 C -0.24243 0.49429 -3.17017
13 C 0.93948 0.85372 -2.25599
14 C 1.96225 1.74257 -3.05370
15 O 2.80342 2.30570 -2.03629
16 C 3.66112 3.25093 -2.69392
17 N 0.38503 1.61005 -1.12827
18 H -0.75427 -0.21075 -2.51516
19 H 0.02030 0.00663 -4.10893
20 H -0.93642 1.30376 -3.39653
21 H 1.48351 0.00889 -1.83363
22 H 1.34517 2.52071 -3.50292
23 H 2.50446 1.22292 -3.84368
24 H 3.02131 4.02426 -3.11901
25 H 4.32966 2.74274 -3.38883
26 H 4.26743 3.86869 -2.03146
27 H 1.20455 2.08724 -0.78072
28 H -0.10132 2.37145 -1.57975
29 C 1.77532 -0.83086 1.01678
30 C 1.01273 -1.15960 2.26782
31 C 1.88017 -0.92148 3.54551
32 O 3.04987 -1.71717 3.60258
33 C 3.84357 -1.50538 4.69631
34 N -0.12356 -0.29144 2.28846
35 H 1.95278 0.24306 0.95942
36 H 1.20712 -1.16325 0.14801
37 H 2.76585 -1.28382 1.05890
38 H 0.60248 -2.16820 2.21756
39 H 1.37603 -1.15176 4.48408
40 H 2.03482 0.14949 3.67670
41 H 4.43109 -0.60282 4.86454
42 H 4.67377 -2.20351 4.58909
43 H 3.44053 -1.71079 5.68801
44 H 0.08584 0.52810 2.84037
45 H -0.92035 -0.60968 2.82133
46 C -1.90389 -3.10195 0.55771
47 C -1.85298 -2.11764 -0.62764
48 C -2.77554 -2.48229 -1.78657
49 O -2.45507 -3.84430 -2.26635
50 C -2.56644 -3.90867 -3.73209
51 N -2.24643 -0.86055 -0.07139
52 H -1.84837 -4.13525 0.21522
53 H -2.84740 -2.94625 1.08083
54 H -1.09066 -2.98488 1.27398
55 H -0.84474 -2.10193 -1.04155
56 H -2.70701 -1.75373 -2.59440
57 H -3.84922 -2.39150 -1.62205
58 H -2.09002 -3.13432 -4.33335
59 H -3.62546 -3.83231 -3.97856
60 H -2.17296 -4.86993 -4.06264
61 H -3.04008 -1.12316 0.49540
62 H -2.87419 -0.43608 -0.73910

The net charge is -1. The calculation puts the max |F| at 0.128 hartree/bohr. The multiplicity is 3. As for the HOMO-LUMO gap (alpha / beta): 7.584 / 6.412 eV. Its energy is -2412.12461 hartree. As for the expectation value of S²: 2.02. Its LUMO energy (alpha / beta) is 2.29 / 1.25 eV.